# 1
Density functional theory data (wB97M-V/def2-TZVPD) for a cluster of 7 separate species, C18H48F6O18PS6 in total in a non-equilibrium geometry.

ORCA input file:
```
! RIJCOSX wB97M-V def2-TZVPD def2/J DEFGRID3
* xyz -1 1
P -0.111 0.051 -0.224
F -0.494 -1.491 -0.190
F 1.258 -0.437 -0.774
F -0.729 0.244 -1.705
F 0.341 1.667 -0.378
F -1.571 0.375 0.532
F 0.589 0.054 1.205
O 0.545 -0.164 -7.034
S 0.543 -1.205 -6.036
O 0.695 -2.568 -6.460
O 1.728 -0.892 -4.869
C 2.115 -1.769 -3.801
C 3.088 -2.903 -4.271
C -1.031 -1.078 -5.049
H 1.264 -2.414 -3.581
H 2.413 -1.109 -2.987
H 2.730 -3.206 -5.255
H 3.248 -3.776 -3.639
H 4.097 -2.500 -4.359
H -0.868 -1.391 -4.018
H -1.745 -1.552 -5.723
H -1.496 -0.093 -5.004
O 1.146 -1.512 3.592
S 2.394 -2.349 3.511
O 3.613 -1.850 4.147
O 2.144 -3.951 3.800
C 0.929 -4.558 3.259
C 1.286 -6.028 3.704
C 2.765 -2.493 1.729
H 0.763 -4.438 2.188
H 0.047 -4.320 3.853
H 2.301 -6.236 3.365
H 0.630 -6.829 3.361
H 1.403 -5.936 4.784
H 3.118 -1.507 1.425
H 1.873 -2.649 1.121
H 3.551 -3.248 1.703
O -2.259 -6.168 -3.255
S -2.093 -4.783 -2.832
O -2.552 -3.605 -3.632
O -2.597 -4.584 -1.256
C -3.074 -3.343 -0.872
C -3.086 -3.253 0.611
C -0.309 -4.645 -2.439
H -4.148 -3.418 -1.045
H -2.561 -2.489 -1.314
H -2.084 -3.002 0.960
H -3.475 -4.162 1.069
H -3.560 -2.319 0.913
H -0.106 -5.467 -1.753
H -0.056 -3.786 -1.818
H 0.158 -4.753 -3.419
O -1.235 5.753 -6.399
S -1.655 6.533 -5.251
O -2.706 7.514 -5.417
O -2.125 5.529 -3.975
C -1.400 4.408 -3.522
C -2.320 3.571 -2.614
C -0.193 7.464 -4.423
H -0.414 4.664 -3.132
H -0.987 3.978 -4.434
H -3.020 4.049 -1.929
H -1.779 3.004 -1.857
H -2.807 2.956 -3.371
H 0.708 6.851 -4.402
H -0.606 7.787 -3.467
H 0.185 8.264 -5.060
O 5.505 4.167 4.033
S 4.304 3.298 4.128
O 3.518 3.176 5.341
O 3.381 3.330 2.724
C 2.161 2.609 2.693
C 1.078 3.506 1.904
C 4.925 1.667 3.825
H 1.701 2.230 3.606
H 2.345 1.759 2.035
H 0.299 2.792 1.639
H 1.377 3.643 0.865
H 0.671 4.253 2.586
H 5.341 1.664 2.818
H 4.286 0.788 3.914
H 5.761 1.660 4.525
O -3.705 -0.734 5.811
S -3.574 0.038 4.613
O -4.823 0.426 3.934
O -2.904 1.506 4.986
C -2.773 2.429 3.917
C -1.989 3.733 4.255
C -2.167 -0.678 3.628
H -3.789 2.647 3.589
H -2.198 1.974 3.111
H -0.915 3.632 4.410
H -2.503 4.343 4.998
H -1.964 4.091 3.226
H -2.064 -0.066 2.732
H -2.479 -1.697 3.399
H -1.222 -0.670 4.172
*
```

## Properties
energy relative to the best compared isomer or geometry (same formula, charge and spin) = 102.9 kcal/mol
HOMO energy = -8.85 eV
max |F| = 4.06 eV/Å

# 2
Density functional theory data (wB97M-V/def2-TZVPD) for a cluster of 6 separate species, C18H48O18S6 in total in a non-equilibrium geometry.

ORCA input file:
```
! RIJCOSX wB97M-V def2-TZVPD def2/J DEFGRID3
* xyz 0 1
C -2.140 -0.441 1.362
C -0.837 0.255 1.650
O -0.171 0.787 0.485
S -0.558 2.252 0.026
C 0.262 3.171 1.299
O 0.085 2.483 -1.217
O -1.974 2.400 0.121
H -2.634 -0.688 2.303
H -1.925 -1.399 0.888
H -2.804 0.148 0.736
H -0.998 1.031 2.410
H -0.121 -0.420 2.115
H 0.467 4.154 0.888
H 1.187 2.657 1.553
H -0.367 3.140 2.187
C 1.953 -7.100 0.308
C 2.259 -5.876 1.132
O 1.589 -4.734 0.561
S 0.774 -3.812 1.554
C -0.753 -4.691 1.699
O 1.414 -3.779 2.810
O 0.533 -2.623 0.821
H 2.428 -7.040 -0.680
H 0.898 -7.138 0.025
H 2.273 -8.033 0.762
H 1.965 -6.042 2.171
H 3.331 -5.686 1.206
H -1.038 -4.998 0.705
H -1.447 -4.034 2.217
H -0.571 -5.539 2.360
C 1.848 5.083 -3.228
C 2.847 5.524 -2.211
O 3.339 4.350 -1.565
S 4.672 4.468 -0.688
C 4.109 5.567 0.589
O 4.893 3.168 -0.181
O 5.616 5.155 -1.492
H 2.195 4.225 -3.803
H 1.584 5.902 -3.902
H 0.886 4.754 -2.821
H 3.638 6.059 -2.740
H 2.391 6.255 -1.535
H 3.100 5.301 0.881
H 4.152 6.568 0.172
H 4.811 5.462 1.413
C -0.309 -5.245 -3.224
C -1.597 -4.521 -3.563
O -2.278 -4.267 -2.308
S -3.576 -3.376 -2.384
C -2.868 -1.776 -2.620
O -4.305 -3.715 -3.556
O -4.177 -3.468 -1.102
H 0.251 -4.746 -2.434
H 0.409 -5.212 -4.048
H -0.511 -6.293 -3.015
H -1.450 -3.605 -4.128
H -2.206 -5.202 -4.160
H -2.074 -1.572 -1.912
H -3.671 -1.044 -2.613
H -2.420 -1.799 -3.614
C 2.951 0.200 -0.617
C 2.116 -0.823 -1.360
O 2.495 -0.694 -2.766
S 1.444 -1.049 -3.887
C 0.387 0.378 -3.803
O 2.159 -1.006 -5.111
O 0.677 -2.201 -3.555
H 3.975 -0.149 -0.512
H 2.481 0.439 0.336
H 2.925 1.134 -1.180
H 2.213 -1.825 -0.952
H 1.068 -0.556 -1.198
H -0.123 0.391 -4.763
H 1.095 1.204 -3.778
H -0.252 0.351 -2.933
C -4.281 3.379 2.750
C -3.451 2.311 3.427
O -2.231 2.887 3.926
S -1.828 2.545 5.429
C -3.063 3.426 6.348
O -2.001 1.143 5.629
O -0.568 3.180 5.590
H -4.589 4.158 3.449
H -5.181 2.943 2.316
H -3.692 3.849 1.962
H -4.062 1.796 4.180
H -3.215 1.475 2.769
H -3.831 2.705 6.612
H -3.445 4.259 5.773
H -2.555 3.744 7.255
*
```

## Properties
energy relative to the best compared isomer or geometry (same formula, charge and spin) = 10.8 kcal/mol
HOMO energy = -11.02 eV
SMILES = CCOS(C)(=O)=O.CCOS(C)(=O)=O.CCOS(C)(=O)=O.CCOS(C)(=O)=O.CCOS(C)(=O)=O.CCOS(C)(=O)=O
max |F| = 1.75 eV/Å

# 3
Density functional theory data (wB97M-V/def2-TZVPD) for a cluster of 6 separate species, C18H48O18S6 in total in a non-equilibrium geometry.

ORCA input file:
```
! RIJCOSX wB97M-V def2-TZVPD def2/J DEFGRID3
* xyz 0 1
C -18.866 18.209 -2.684
C -19.261 19.667 -2.798
O -20.618 19.663 -2.284
S -21.360 21.123 -2.289
C -21.840 21.233 -4.043
O -22.533 20.996 -1.513
O -20.399 22.162 -1.975
H -18.780 17.962 -1.625
H -17.907 18.024 -3.172
H -19.634 17.616 -3.172
H -18.609 20.388 -2.309
H -19.270 19.942 -3.859
H -22.630 20.535 -4.313
H -20.988 20.854 -4.609
H -22.025 22.289 -4.208
C -21.955 15.459 -3.856
C -22.815 16.046 -4.972
O -23.489 17.176 -4.443
S -25.116 17.286 -4.496
C -25.486 16.681 -6.155
O -25.700 16.362 -3.558
O -25.406 18.689 -4.468
H -22.569 15.342 -2.966
H -21.045 16.043 -3.737
H -21.631 14.457 -4.153
H -22.231 16.279 -5.864
H -23.420 15.197 -5.307
H -25.216 15.624 -6.218
H -24.872 17.251 -6.848
H -26.546 16.612 -6.388
C -26.580 18.685 -13.861
C -25.503 17.682 -13.466
O -24.510 18.293 -12.656
S -23.588 17.314 -11.727
C -24.763 16.991 -10.417
O -23.310 16.100 -12.431
O -22.584 18.184 -11.199
H -27.212 18.379 -14.687
H -26.034 19.597 -14.119
H -27.153 18.936 -12.967
H -26.008 16.855 -12.958
H -25.004 17.318 -14.367
H -25.655 16.505 -10.815
H -25.121 17.917 -9.975
H -24.299 16.275 -9.742
C -18.446 15.902 -5.540
C -18.760 17.100 -6.410
O -20.135 17.447 -6.191
S -20.774 18.755 -6.907
C -20.529 18.209 -8.664
O -22.176 18.816 -6.579
O -19.936 19.921 -6.692
H -18.715 15.950 -4.492
H -17.367 15.705 -5.619
H -18.688 14.966 -6.056
H -18.211 17.990 -6.095
H -18.449 16.862 -7.429
H -20.922 17.207 -8.804
H -19.497 18.330 -8.983
H -21.107 18.932 -9.238
C -12.381 21.037 -4.977
C -13.855 20.612 -4.999
O -14.048 19.366 -5.682
S -15.244 18.399 -5.134
C -14.580 17.841 -3.555
O -16.379 19.287 -4.989
O -15.261 17.266 -6.024
H -11.935 21.254 -5.946
H -11.680 20.364 -4.480
H -12.350 21.978 -4.423
H -14.325 20.589 -4.018
H -14.294 21.402 -5.610
H -15.342 17.816 -2.781
H -13.692 18.378 -3.234
H -14.241 16.828 -3.768
C -14.679 21.096 -13.143
C -15.135 20.529 -11.773
O -15.939 21.502 -11.095
S -16.931 20.883 -9.963
C -15.810 20.759 -8.520
O -17.908 21.920 -9.676
O -17.411 19.584 -10.351
H -15.510 21.282 -13.816
H -14.030 20.345 -13.596
H -14.070 21.966 -12.901
H -15.667 19.608 -12.000
H -14.241 20.319 -11.184
H -14.818 20.649 -8.952
H -16.047 19.782 -8.104
H -16.010 21.623 -7.901
*
```

## Properties
energy relative to the best compared isomer or geometry (same formula, charge and spin) = 51.9 kcal/mol
HOMO energy = -10.60 eV
SMILES = CCOS(C)(=O)=O.CCOS(C)(=O)=O.CCOS(C)(=O)=O.CCOS(C)(=O)=O.CCOS(C)(=O)=O.CCOS(C)(=O)=O
max |F| = 2.42 eV/Å